Entry 1:
This record from the Open Molecules 2025 dataset describes an isolated ion of composition C19H24NO2 and charge +1. The level of theory is the ωB97M-V functional and the def2-TZVPD basis.

As for the SMILES: C=CC[NH2+]CCOCCOc1ccccc1-c1ccccc1. Its net charge is +1. The calculation puts the highest occupied orbital energy at -11.4 eV.

Last column: natural (NBO) charge in e.
Atoms and positions in Å:
C (-1.84, 4.22, -1.14)  -0.3134
C (-2.01, 2.92, -1.01)  -0.2492
C (-0.88, 1.93, -1.04)  -0.2703
N (-1.16, 0.84, -2.01)  -0.5180
C (-0.15, -0.24, -2.07)  -0.2595
C (-0.91, -1.52, -2.48)  -0.0850
O (-2.16, -1.56, -1.82)  -0.5522
C (-2.25, -2.29, -0.60)  -0.1010
C (-2.11, -1.40, 0.64)  -0.0990
O (-0.81, -0.88, 0.82)  -0.5517
C (0.18, -1.69, 1.35)  0.3617
C (0.01, -3.01, 1.72)  -0.3103
C (1.09, -3.74, 2.19)  -0.1783
C (2.34, -3.17, 2.28)  -0.2190
C (2.51, -1.85, 1.91)  -0.1615
C (1.44, -1.09, 1.46)  -0.1559
C (1.65, 0.34, 1.13)  0.0342
C (0.93, 1.32, 1.81)  -0.2311
C (1.17, 2.66, 1.54)  -0.2112
C (2.10, 3.03, 0.59)  -0.2258
C (2.81, 2.05, -0.09)  -0.2024
C (2.59, 0.72, 0.18)  -0.2464
H (-2.66, 4.91, -1.08)  0.2218
H (-0.86, 4.66, -1.29)  0.2029
H (-2.99, 2.50, -0.84)  0.2071
H (0.05, 2.42, -1.31)  0.2349
H (-0.75, 1.47, -0.06)  0.2606
H (-1.33, 1.24, -2.94)  0.4313
H (-2.03, 0.32, -1.73)  0.4544
H (0.65, 0.00, -2.78)  0.2311
H (0.28, -0.35, -1.07)  0.2550
H (-1.14, -1.50, -3.55)  0.2023
H (-0.31, -2.40, -2.26)  0.2124
H (-1.50, -3.09, -0.59)  0.1949
H (-3.25, -2.73, -0.60)  0.2149
H (-2.76, -0.53, 0.54)  0.1944
H (-2.44, -1.97, 1.52)  0.2042
H (-0.95, -3.49, 1.67)  0.2167
H (0.94, -4.77, 2.49)  0.2274
H (3.18, -3.74, 2.64)  0.2290
H (3.48, -1.38, 1.99)  0.2256
H (0.22, 1.04, 2.57)  0.2262
H (0.63, 3.42, 2.09)  0.2263
H (2.29, 4.07, 0.39)  0.2252
H (3.55, 2.34, -0.83)  0.2238
H (3.15, -0.05, -0.34)  0.2226

---

Entry 2:
This record from the Open Molecules 2025 dataset describes one molecule with the formula C19H25BrN4O2S. The level of theory is the ωB97M-V functional and the def2-TZVPD basis.

As for the SMILES: CCN1CCN([C@H](CNS(=O)(=O)c2ccc(Br)cc2)c2cccnc2)CC1. The calculation puts the highest occupied orbital energy at -8.4 eV.

Last column: natural (NBO) charge in e.
Atoms and positions in Å:
C (-4.28, -3.22, -1.54)  -0.6150
C (-2.91, -3.14, -0.87)  -0.2077
N (-2.17, -1.96, -1.27)  -0.4481
C (-0.76, -2.06, -0.91)  -0.2537
C (-0.02, -0.86, -1.50)  -0.2057
N (-0.52, 0.42, -1.05)  -0.4630
C (0.07, 1.03, 0.12)  -0.0666
C (-0.59, 0.66, 1.48)  -0.2738
N (0.40, 0.65, 2.55)  -0.8793
S (1.13, -0.83, 2.83)  2.3013
O (1.61, -0.79, 4.18)  -0.9293
O (0.28, -1.91, 2.42)  -0.9436
C (2.52, -0.76, 1.71)  -0.2675
C (2.72, -1.77, 0.80)  -0.2092
C (3.80, -1.71, -0.07)  -0.2337
C (4.66, -0.63, 0.01)  -0.0660
Br (6.13, -0.53, -1.18)  0.0770
C (4.47, 0.39, 0.94)  -0.2272
C (3.39, 0.32, 1.80)  -0.1936
C (0.13, 2.53, -0.05)  -0.0717
C (-0.09, 3.14, -1.29)  -0.1649
C (-0.01, 4.52, -1.39)  -0.2518
C (0.31, 5.25, -0.26)  0.0249
N (0.54, 4.69, 0.92)  -0.4162
C (0.46, 3.37, 1.01)  0.0286
C (-1.96, 0.49, -1.23)  -0.2300
C (-2.73, -0.74, -0.72)  -0.2415
H (-4.97, -2.49, -1.14)  0.2001
H (-4.17, -3.04, -2.61)  0.2134
H (-4.70, -4.21, -1.39)  0.2131
H (-3.04, -3.19, 0.23)  0.1641
H (-2.32, -4.01, -1.17)  0.1941
H (-0.36, -2.97, -1.36)  0.2005
H (-0.61, -2.12, 0.18)  0.1837
H (1.05, -0.93, -1.27)  0.2012
H (-0.14, -0.88, -2.59)  0.1962
H (1.10, 0.67, 0.17)  0.2251
H (-1.01, -0.35, 1.40)  0.2280
H (-1.39, 1.36, 1.72)  0.2169
H (0.07, 1.03, 3.42)  0.4183
H (2.02, -2.60, 0.77)  0.2508
H (3.97, -2.49, -0.80)  0.2363
H (5.15, 1.22, 0.98)  0.2377
H (3.20, 1.08, 2.53)  0.2438
H (-0.32, 2.53, -2.15)  0.2323
H (-0.18, 5.01, -2.34)  0.2180
H (0.38, 6.33, -0.28)  0.1915
H (0.68, 2.96, 1.99)  0.1914
H (-2.34, 1.39, -0.75)  0.2072
H (-2.14, 0.56, -2.31)  0.1982
H (-3.76, -0.64, -1.06)  0.2070
H (-2.75, -0.76, 0.39)  0.1584

---

Entry 3:
This record from the Open Molecules 2025 dataset describes C19H25ClIrN3O7STe as an isolated structure. The level of theory is the ωB97M-V functional and the def2-TZVPD basis.

Its net charge is +1. As for the expectation value of S²: 0.752. The calculation puts the highest occupied orbital energy (alpha / beta) at -9.9 / -10.6 eV. Its spin multiplicity is 2.

Last column: natural (NBO) charge in e.
Atoms and positions in Å:
Ir (0.16, 0.69, -0.53)  1.0814
C (-2.67, 1.66, -4.72)  -0.4164
N (-2.30, 0.71, -3.68)  -0.3648
C (-2.17, -0.67, -4.12)  -0.4212
C (-1.95, 1.07, -2.46)  0.6800
O (-1.60, 0.21, -1.60)  -0.6788
C (-1.98, 2.54, -2.06)  -0.1608
O (-1.66, 2.73, -0.71)  -0.5024
C (-2.66, 2.38, 0.21)  -0.1590
C (-2.17, 1.38, 1.25)  0.6818
O (-1.10, 0.75, 1.12)  -0.6328
N (-2.92, 1.19, 2.33)  -0.3794
C (-4.18, 1.90, 2.57)  -0.4182
C (-2.48, 0.32, 3.41)  -0.4210
H (-3.45, 1.22, -5.33)  0.2260
H (-1.81, 1.89, -5.35)  0.2219
H (-3.06, 2.59, -4.30)  0.2150
H (-3.15, -1.07, -4.37)  0.2140
H (-1.72, -1.27, -3.32)  0.2480
H (-1.53, -0.71, -5.00)  0.2188
H (-2.96, 2.97, -2.29)  0.2023
H (-1.23, 3.09, -2.64)  0.2449
H (-3.54, 1.95, -0.29)  0.2071
H (-2.98, 3.29, 0.73)  0.2196
H (-4.70, 2.12, 1.64)  0.2120
H (-4.01, 2.82, 3.12)  0.2156
H (-4.82, 1.25, 3.16)  0.2281
H (-1.47, -0.03, 3.21)  0.2495
H (-3.15, -0.54, 3.49)  0.2106
H (-2.50, 0.87, 4.34)  0.2148
Te (3.39, 4.25, -0.14)  0.8572
C (5.21, 3.33, 0.25)  -0.3368
C (5.33, 2.46, 1.33)  -0.2010
C (6.53, 1.82, 1.56)  -0.2105
C (7.62, 2.05, 0.73)  -0.1648
C (7.50, 2.92, -0.35)  -0.2087
C (6.30, 3.56, -0.59)  -0.1999
H (4.47, 2.27, 1.96)  0.2293
H (6.63, 1.13, 2.40)  0.2237
H (8.56, 1.54, 0.91)  0.2234
H (8.35, 3.10, -1.00)  0.2257
H (6.21, 4.24, -1.43)  0.2269
Cl (3.76, -3.95, -0.07)  0.0500
C (2.13, -3.39, -0.05)  -0.0653
C (1.08, -4.26, 0.20)  -0.1733
C (-0.21, -3.74, 0.21)  -0.2385
C (-0.39, -2.39, -0.02)  0.0427
N (0.63, -1.56, -0.26)  -0.4641
C (1.87, -2.04, -0.27)  0.0312
H (1.27, -5.31, 0.38)  0.2428
H (-1.06, -4.38, 0.39)  0.2338
H (-1.38, -1.95, -0.03)  0.2077
H (2.68, -1.36, -0.46)  0.2347
O (2.69, 2.84, -1.45)  -0.9750
S (2.67, 1.33, -1.13)  2.5696
O (3.97, 0.78, -1.27)  -0.9074
O (2.06, 1.16, 0.24)  -0.9505
O (1.62, 0.76, -2.04)  -0.9393

---

Entry 4:
This record from the Open Molecules 2025 dataset describes C19H25ClNO9PS3Tc as an isolated structure. The level of theory is the ωB97M-V functional and the def2-TZVPD basis.

Its net charge is -1. As for the expectation value of S²: 2.013. The calculation puts the highest occupied orbital energy (alpha / beta) at -5.2 / -5.1 eV. Its spin multiplicity is 3.

Last column: natural (NBO) charge in e.
Atoms and positions in Å:
Tc (0.27, -0.80, 0.50)  1.1454
C (-2.74, 0.48, -5.55)  -0.6196
C (-1.92, 0.31, -4.29)  -0.0674
O (-2.80, 0.51, -3.17)  -0.8403
P (-2.56, -0.28, -1.78)  1.6980
S (-4.01, 0.00, -0.57)  -0.5975
S (-0.67, 0.39, -1.34)  -0.4876
O (-2.34, -1.78, -2.28)  -0.8516
C (-3.12, -2.90, -1.81)  -0.0563
C (-4.30, -3.15, -2.72)  -0.6345
H (-2.13, 0.27, -6.43)  0.2025
H (-3.13, 1.50, -5.63)  0.2052
H (-3.59, -0.20, -5.55)  0.2106
H (-1.12, 1.05, -4.23)  0.1843
H (-1.47, -0.68, -4.25)  0.1955
H (-3.44, -2.70, -0.79)  0.2157
H (-2.43, -3.74, -1.80)  0.1922
H (-4.94, -2.27, -2.76)  0.2195
H (-4.88, -3.99, -2.35)  0.2049
H (-3.97, -3.38, -3.74)  0.1966
O (0.20, -2.61, 2.09)  -0.9940
S (-1.18, -2.42, 1.52)  2.5173
O (-2.21, -3.28, 2.00)  -0.9359
O (-1.41, -0.92, 1.71)  -0.9045
O (-0.96, -2.46, 0.00)  -0.9256
O (-1.06, 2.54, 1.29)  -0.7285
C (-0.31, 3.73, 1.24)  -0.0557
C (0.77, 3.78, 0.17)  -0.4149
C (1.60, 2.49, 0.03)  -0.4686
C (1.95, 1.86, 1.33)  0.2945
C (2.83, 2.50, 2.20)  -0.2587
C (3.12, 1.96, 3.43)  -0.1452
C (2.51, 0.77, 3.80)  -0.2685
C (1.66, 0.17, 2.89)  0.0693
N (1.39, 0.68, 1.68)  -0.4391
H (-1.31, 2.23, 0.41)  0.4943
H (0.15, 3.81, 2.23)  0.1625
H (-0.97, 4.61, 1.12)  0.1562
H (1.42, 4.63, 0.42)  0.1941
H (0.34, 3.99, -0.81)  0.2138
H (2.52, 2.72, -0.53)  0.2316
H (1.06, 1.77, -0.57)  0.2625
H (3.29, 3.43, 1.88)  0.2177
H (3.81, 2.45, 4.11)  0.2134
H (2.68, 0.30, 4.75)  0.2236
H (1.17, -0.77, 3.11)  0.2485
Cl (8.72, -0.63, 0.47)  -0.0293
C (7.03, -0.60, 0.03)  -0.0286
C (6.10, -1.16, 0.89)  -0.2387
C (4.76, -1.13, 0.53)  -0.1902
C (4.36, -0.54, -0.67)  -0.0803
C (5.31, 0.01, -1.51)  -0.1749
C (6.66, -0.03, -1.18)  -0.2542
C (2.89, -0.44, -1.03)  0.7720
O (2.55, 0.28, -1.95)  -0.6370
O (2.13, -1.13, -0.25)  -0.7360
H (6.42, -1.60, 1.82)  0.2215
H (4.01, -1.56, 1.17)  0.2424
H (4.98, 0.46, -2.44)  0.2371
H (7.41, 0.39, -1.83)  0.2205

---

Entry 5:
This record from the Open Molecules 2025 dataset describes C19H25CuN6O4S3 as an isolated structure. The level of theory is the ωB97M-V functional and the def2-TZVPD basis.

Its net charge is -1. As for the expectation value of S²: 0.755. The calculation puts the highest occupied orbital energy (alpha / beta) at -5.5 / -5.5 eV. Its spin multiplicity is 2.

Last column: natural (NBO) charge in e.
Atoms and positions in Å:
Cu (0.23, -0.64, -0.15)  1.2494
N (3.55, 0.95, 1.92)  -0.7994
C (2.44, 0.29, 1.47)  0.2923
S (2.40, -0.11, -0.23)  -0.3819
N (1.55, -0.03, 2.36)  -0.4503
N (0.46, -0.68, 1.82)  -0.3609
C (-0.44, -1.09, 2.63)  0.0956
C (-1.66, -1.78, 2.24)  -0.2227
C (-2.48, -2.23, 3.28)  -0.1447
C (-3.64, -2.95, 3.06)  -0.2941
C (-3.99, -3.26, 1.74)  -0.1957
C (-3.21, -2.82, 0.69)  -0.2648
C (-2.04, -2.05, 0.89)  0.3770
O (-1.39, -1.63, -0.17)  -0.8630
H (4.08, 1.45, 1.24)  0.3996
H (3.50, 1.33, 2.85)  0.3947
H (-0.27, -0.93, 3.69)  0.1862
H (-2.18, -2.01, 4.30)  0.2024
H (-4.25, -3.28, 3.89)  0.2074
H (-4.88, -3.84, 1.54)  0.2040
H (-3.47, -3.07, -0.33)  0.1996
N (-0.99, 1.43, 0.27)  -0.9016
C (-0.61, 2.80, 0.01)  0.1953
C (0.37, 3.08, -0.93)  -0.2885
C (0.70, 4.40, -1.21)  -0.2036
C (0.06, 5.44, -0.55)  -0.3129
C (-0.90, 5.16, 0.41)  -0.1774
C (-1.24, 3.85, 0.69)  -0.2856
S (0.49, 7.16, -0.90)  2.4170
O (-0.80, 7.78, -1.17)  -1.0248
O (1.37, 7.09, -2.05)  -1.0259
O (1.12, 7.61, 0.33)  -1.0163
H (-1.30, 1.34, 1.23)  0.3766
H (-1.78, 1.17, -0.32)  0.3650
H (0.87, 2.26, -1.43)  0.2309
H (1.47, 4.65, -1.94)  0.2452
H (-1.40, 5.99, 0.91)  0.2341
H (-2.00, 3.62, 1.43)  0.1992
C (-2.77, 3.71, -2.36)  -0.6213
C (-2.52, 2.65, -3.44)  -0.2227
N (-1.43, 1.74, -3.11)  -0.5894
C (-1.42, 0.46, -2.70)  0.3624
S (0.09, -0.34, -2.70)  -0.3319
N (-2.51, -0.21, -2.29)  -0.6171
C (-3.80, 0.28, -1.83)  -0.2379
C (-4.94, -0.15, -2.75)  -0.6083
H (-3.57, 4.38, -2.69)  0.2173
H (-1.87, 4.31, -2.20)  0.2505
H (-3.06, 3.27, -1.41)  0.2001
H (-2.23, 3.16, -4.36)  0.2107
H (-3.42, 2.08, -3.66)  0.1914
H (-0.50, 2.10, -3.25)  0.4316
H (-2.24, -1.11, -1.92)  0.4551
H (-3.78, 1.36, -1.73)  0.2063
H (-3.96, -0.13, -0.83)  0.2151
H (-4.84, 0.30, -3.74)  0.2049
H (-5.91, 0.15, -2.33)  0.2129
H (-4.94, -1.23, -2.87)  0.2126

---

Entry 6:
This record from the Open Molecules 2025 dataset describes C19H25N3O4Pb as an isolated structure. The level of theory is the ωB97M-V functional and the def2-TZVPD basis.

The calculation puts the highest occupied orbital energy (alpha / beta) at -8.1 / -8.1 eV.

Last column: natural (NBO) charge in e.
Atoms and positions in Å:
Pb (-1.04, 1.33, -0.41)  1.4791
C (-2.07, -1.07, 2.84)  -0.6611
C (-2.05, 0.41, 2.93)  0.4026
N (-1.85, 1.25, 1.94)  -0.5280
C (-1.92, 2.52, 2.45)  0.0055
C (-2.20, 2.44, 3.79)  0.0074
N (-2.26, 1.10, 4.07)  -0.4754
C (-2.39, 3.40, 4.91)  0.7676
O (-2.44, 4.67, 4.61)  -0.6567
O (-2.52, 2.95, 6.03)  -0.6084
C (-1.73, 3.73, 1.59)  0.7762
O (-1.87, 4.84, 2.12)  -0.6693
O (-1.44, 3.51, 0.38)  -0.7431
H (-2.04, -1.37, 1.80)  0.2408
H (-2.99, -1.48, 3.28)  0.2388
H (-1.22, -1.51, 3.36)  0.2392
H (-2.43, 0.76, 5.00)  0.4504
H (-2.35, 4.80, 3.61)  0.5145
C (2.01, 0.59, -4.70)  -0.5942
C (1.99, 0.84, -3.20)  -0.2583
C (3.07, 1.86, -2.79)  -0.5977
C (2.16, -0.44, -2.42)  0.0795
C (3.32, -1.19, -2.55)  -0.2555
C (3.48, -2.36, -1.83)  -0.1188
C (2.51, -2.81, -0.94)  -0.2594
C (1.36, -2.07, -0.74)  0.0707
C (0.30, -2.53, 0.23)  -0.2523
C (-0.63, -3.54, -0.45)  -0.5960
C (0.89, -3.10, 1.51)  -0.6040
C (1.14, -0.89, -1.53)  0.0993
N (-0.08, -0.32, -1.53)  -0.7198
H (1.89, 1.53, -5.25)  0.2122
H (1.20, -0.08, -5.00)  0.2156
H (2.95, 0.14, -5.02)  0.1986
H (1.02, 1.25, -2.93)  0.2284
H (4.06, 1.54, -3.13)  0.1998
H (3.11, 1.99, -1.71)  0.2135
H (2.85, 2.83, -3.24)  0.2148
H (4.10, -0.87, -3.23)  0.2149
H (4.38, -2.95, -1.97)  0.2147
H (2.67, -3.72, -0.39)  0.2145
H (-0.30, -1.65, 0.47)  0.2136
H (-0.07, -4.41, -0.79)  0.2056
H (-1.14, -3.09, -1.30)  0.2236
H (-1.39, -3.89, 0.26)  0.2043
H (1.39, -4.06, 1.34)  0.2040
H (0.10, -3.29, 2.24)  0.2057
H (1.61, -2.42, 1.97)  0.2151
C (-3.05, 1.23, -1.31)  -1.0662
H (-2.96, 0.88, -2.34)  0.2319
H (-3.48, 2.23, -1.26)  0.2369
H (-3.65, 0.53, -0.73)  0.2246